No. 1
15 unconnected molecules or ions with the total composition C4H40N2O15 at a distorted geometry. Source: OMol25; level of theory: ωB97M-V/def2-TZVPD.

Last column: Mulliken charge in e.
Cartesian coordinates (Å):
O: 2.1685 -4.5723 1.0255  -0.632
O: -2.7104 2.0149 1.9013  -0.737
O: -1.2593 3.5087 0.0148  -0.529
O: 2.6993 -0.8962 -0.6298  -0.644
O: 1.2056 -3.1709 -1.7066  -0.467
O: 0.8178 4.2970 -1.4463  -0.737
O: -0.7626 3.2070 -3.4051  -0.706
O: 3.8886 -0.7076 1.9820  -0.658
O: -2.0328 -3.8340 0.9773  -0.735
O: 1.0869 3.3677 2.0735  -0.580
O: -3.7201 -0.7687 -3.1397  -0.665
O: -1.1850 -3.7139 -2.5408  -0.646
O: -0.2294 1.9974 4.4468  -0.611
O: -1.3318 0.6412 -2.9964  -0.593
O: 4.5874 1.0819 -0.0929  -0.698
N: -1.9975 -1.3919 -0.6264  -0.074
N: -0.8484 -0.3078 1.7370  -0.166
C: -0.1828 -0.0716 0.4616  -1.431
C: -0.0137 -0.8290 2.7848  -1.507
C: -0.4838 -0.0650 -2.0689  -0.948
C: -1.1893 -0.1543 -0.6832  0.863
H: -1.4791 4.2985 0.5174  0.281
H: 1.8755 -4.4027 1.9228  0.304
H: 4.2833 -1.4294 2.4782  0.305
H: 1.3112 3.2528 1.1487  0.226
H: -0.1265 1.6981 3.5374  0.295
H: -3.0496 -1.3332 -3.5349  0.308
H: -0.1710 3.6578 -2.7669  0.345
H: 2.0721 -3.4207 -2.0343  0.217
H: 0.5130 0.3703 -1.9863  0.605
H: -1.2345 1.6218 -3.0060  0.438
H: -2.9537 -1.1924 -0.9014  0.366
H: -0.0294 -1.9154 2.9242  0.226
H: 0.4613 5.1817 -1.3337  0.306
H: -1.5998 -0.9553 1.5648  0.406
H: 0.2634 0.9007 0.4297  0.448
H: 0.5172 -0.8979 0.3020  0.221
H: -1.9656 -2.8727 0.9964  0.361
H: 1.7421 2.9184 2.6160  0.326
H: 1.2609 -2.5447 -0.9838  0.268
H: -1.7851 0.7579 -0.7428  0.304
H: 3.8874 1.6352 -0.4468  0.294
H: -2.6418 -3.9485 0.2402  0.290
H: 1.4210 -4.4936 0.4252  0.323
H: -3.5309 1.7152 2.2926  0.277
H: 1.0665 -0.6426 2.7784  0.492
H: 3.5079 -0.3705 -0.7638  0.370
H: -1.1931 -3.9285 -1.5974  0.294
H: -0.4694 -0.9865 -2.6446  0.083
H: -0.2557 -3.9449 -2.7009  0.331
H: -0.0900 2.9481 4.3961  0.313
H: 3.3389 -1.1228 1.2993  0.364
H: -3.2251 0.0704 -3.0946  0.373
H: -1.5158 2.7854 0.6062  0.283
H: 0.3225 3.7352 -0.8095  0.445
H: -1.4852 3.7850 -3.6575  0.279
H: -2.0658 1.2859 1.8616  0.397
H: -0.1980 -0.4497 3.7834  0.548
H: -1.6555 -1.9251 -1.4234  0.013
H: 4.3413 0.7384 0.7793  0.382
H: 2.0280 -0.2121 -0.5400  0.191

Computed properties:
HOMO level in eV: -9.79
Relative energy (zero: lowest compared OMol25 entry of this formula, charge and spin) in eV: 3.588
Charge: 0
Calculated total energy in eV: -38489.928

***

No. 2
16 unconnected molecules or ions with the total composition C4H41NO16 at a distorted geometry. Source: OMol25; level of theory: ωB97M-V/def2-TZVPD.

Last column: Mulliken charge in e.
Cartesian coordinates (Å):
O: -3.0570 3.4011 0.9810  -0.659
O: 1.0179 1.4348 -1.2715  -0.399
O: -0.4408 2.1170 0.9353  -0.515
O: -0.7417 1.6742 -4.7726  -0.622
O: 2.1060 2.1910 -4.1804  -0.701
O: -0.6660 4.3931 -1.7928  -0.581
O: 0.1176 -2.7520 4.2831  -0.674
O: -2.7810 0.9257 -0.1819  -0.752
O: -2.8761 -3.1137 -1.9275  -0.621
O: -1.4470 1.7478 -2.3522  -0.569
O: 2.8786 -1.9801 2.9032  -0.478
O: 1.7511 1.6845 4.7506  -0.651
O: -2.6636 -2.0666 1.3016  -0.632
O: -1.6013 -0.2905 3.8957  -0.669
O: -1.8475 -0.8457 -3.0623  -0.604
O: -0.4324 -3.4470 1.2502  -0.736
N: 1.3140 -1.4462 -0.2375  -0.282
C: 1.9505 -0.9821 1.0661  1.790
C: 2.1309 0.4909 1.3234  -0.125
C: 2.2136 -1.7629 -1.3620  -0.876
C: 3.0660 -1.9252 1.4897  -0.907
H: -1.9101 2.4561 -2.8451  0.227
H: 1.8285 1.0445 4.0303  0.279
H: -0.8505 2.7231 1.5648  0.299
H: -0.8202 -0.1948 3.3046  0.226
H: 1.4006 1.0372 0.7225  -0.004
H: -0.0779 -2.8313 0.5946  0.440
H: -2.3573 1.2637 -1.0019  0.584
H: 0.2435 4.0865 -1.7123  0.279
H: 4.1063 -1.6394 1.2199  0.405
H: 3.1758 -2.0270 -0.9192  0.413
H: -2.4782 0.0613 0.1253  0.180
H: 2.0982 0.8443 2.3509  -0.536
H: -2.5519 -0.5609 -3.6541  0.276
H: 0.6832 -0.7552 -0.6707  0.184
H: -1.2390 1.7161 0.5042  0.312
H: 3.5925 -1.5480 3.3863  0.283
H: -1.9830 -2.7489 1.0451  0.416
H: 1.8431 1.7520 -3.3579  0.350
H: 3.0092 1.9139 -4.3466  0.298
H: -2.3836 -3.9447 -1.8360  0.318
H: 2.9835 -3.0144 1.1198  0.315
H: -0.6766 5.2749 -1.4036  0.275
H: 0.1054 1.2070 -1.5221  0.202
H: 1.2128 -1.3904 1.7683  -0.867
H: -2.9799 2.5189 0.5747  0.372
H: -3.3279 -2.0530 0.6015  0.255
H: -1.9056 -0.9489 3.2395  0.383
H: 1.8726 -2.6412 -1.9004  0.320
H: -0.1704 -1.9022 4.6418  0.342
H: -1.3670 1.1595 -3.1040  0.286
H: 0.1751 1.9718 -4.7622  0.327
H: 1.0348 -2.6601 4.0147  0.311
H: 0.0036 -3.4351 2.1038  0.286
H: 0.7196 1.9245 -0.4585  0.232
H: 2.3475 -0.9760 -2.1679  0.066
H: -3.9793 3.6628 0.9227  0.267
H: -0.9422 1.0730 -5.4913  0.262
H: -2.2148 -1.6561 -2.6362  0.332
H: 3.0581 0.8814 0.9323  0.457
H: -3.6361 -3.4402 -2.4239  0.281
H: 2.3655 2.3468 4.4070  0.328

Computed properties:
HOMO level in eV: -9.13
Relative energy (zero: lowest compared OMol25 entry of this formula, charge and spin) in eV: 2.905
Charge: 0
Calculated total energy in eV: -39062.891

***

No. 3
16 unconnected molecules or ions with the total composition C4H42N2O15 at a distorted geometry. Source: OMol25; level of theory: ωB97M-V/def2-TZVPD.

Last column: Mulliken charge in e.
Cartesian coordinates (Å):
O: 1.1185 1.8455 3.4427  -0.604
O: 2.1553 2.7488 0.9193  -0.632
O: -2.7950 1.2256 -3.2819  -0.670
O: -0.0139 -2.7752 3.7605  -0.575
O: 4.8300 -0.2650 -1.0883  -0.590
O: -2.3725 -3.2812 -0.9285  -0.593
O: -2.6552 3.4751 0.9878  -0.716
O: -0.2930 -0.1536 4.6303  -0.632
O: -0.7660 -4.1047 1.1960  -0.674
O: -3.6372 1.4245 -0.8065  -0.681
O: -1.4352 3.5406 -3.1998  -0.714
O: 2.6079 -1.3117 -3.6330  -0.600
O: 2.5425 1.7528 -2.0348  -0.672
O: -0.5392 3.9030 -0.6581  -0.596
O: 0.0450 -2.9731 -3.3541  -0.697
N: 1.6868 -2.0857 -0.7634  -0.379
N: -0.5578 0.2620 -0.4492  -0.224
C: 2.0058 -1.5536 0.5783  -1.503
C: 0.8491 -0.7751 1.2227  1.011
C: -0.5267 -0.8193 0.5621  2.491
C: -1.7346 -0.7940 1.5071  -1.049
H: -0.8511 -0.1258 5.4052  0.265
H: -0.0602 0.7119 4.2616  0.331
H: 2.9598 -1.0173 0.5178  0.486
H: -2.1583 1.9525 -3.0952  0.455
H: -2.9334 2.9687 0.2044  0.402
H: 2.0797 -2.0763 -3.3884  0.274
H: 1.1987 0.2620 1.2399  -1.084
H: 2.0985 -0.7139 -4.1811  0.297
H: -0.6802 -0.1506 -1.3713  0.318
H: 1.6629 -1.2982 -1.4090  0.158
H: -1.0304 -4.1297 2.1215  0.309
H: -0.0183 -3.5001 1.1445  0.299
H: -0.6995 -1.7928 0.1189  -1.404
H: 4.9432 -0.3268 -2.0434  0.308
H: 2.3028 -2.3510 1.2680  0.491
H: -3.3724 1.4858 -4.0035  0.269
H: 0.0759 -3.2282 4.5996  0.260
H: 1.4802 2.6466 3.8303  0.241
H: 0.7817 -3.4166 -2.9313  0.351
H: 2.5421 -2.5403 -1.0789  0.310
H: 0.1850 3.5520 -0.1400  0.227
H: 0.8728 -0.9943 2.2892  -0.028
H: -0.4526 -2.5032 -2.6814  0.332
H: 2.6367 3.5453 0.6896  0.270
H: 1.6595 1.8622 -2.4067  0.335
H: -2.5187 2.7417 1.6013  0.333
H: -0.1875 -1.8335 3.9463  0.336
H: -1.4454 0.7409 -0.3213  0.007
H: -3.6306 1.8939 -1.6539  0.294
H: -4.2339 0.6916 -0.8071  0.265
H: -2.2051 -1.7619 1.6483  0.215
H: 5.1191 0.6260 -0.8670  0.291
H: -1.8301 4.0348 -2.4706  0.346
H: -1.6333 -3.3203 -0.3023  0.418
H: 1.8110 2.2900 0.1502  0.251
H: 1.4648 1.8530 2.5373  0.348
H: -1.3192 4.0095 -0.0765  0.429
H: -2.4155 0.0024 1.2112  0.176
H: -0.6032 3.3555 -2.7363  0.357
H: -1.4967 -0.5709 2.5527  0.255
H: 2.4218 0.9775 -1.4703  0.241
H: -3.0351 -3.8378 -0.5116  0.266

Computed properties:
HOMO level in eV: -9.42
Relative energy (zero: lowest compared OMol25 entry of this formula, charge and spin) in eV: 3.390
Charge: 0
Calculated total energy in eV: -38522.701

***

No. 4
17 unconnected molecules or ions with the total composition C4H42NO16 at a distorted geometry. Source: OMol25; level of theory: ωB97M-V/def2-TZVPD.

Last column: Mulliken charge in e.
Cartesian coordinates (Å):
O: 2.8581 -2.4104 -2.9991  -0.665
O: -0.5518 3.6695 0.2873  -0.719
O: -2.6932 -1.1812 -3.8508  -0.646
O: -0.0251 1.9066 -1.5484  -0.406
O: -2.4113 -3.8123 -0.0633  -0.545
O: -0.0229 -2.1783 -3.2372  -0.543
O: -2.0768 1.6369 -3.2175  -0.647
O: 3.4344 0.9235 2.3899  -0.606
O: 1.2167 0.3313 4.1944  -0.498
O: -2.9232 3.3983 -0.9844  -0.633
O: 4.6516 1.3312 0.1908  -0.711
O: 2.6171 2.8866 -0.6352  -0.608
O: 0.1985 2.3107 2.4379  -0.786
O: 3.1893 -1.4716 0.0896  -0.477
O: 2.3543 -2.4288 3.5212  -0.659
O: -1.3500 0.2911 2.9317  -0.573
N: -0.1495 -0.9028 0.3160  0.628
C: -1.2894 -1.6759 -0.1101  -0.583
C: 0.8635 -0.5530 -0.4851  -1.113
C: -3.9195 -1.4477 0.3308  -1.721
C: -2.5403 -0.7987 0.0688  0.713
H: -2.5517 1.7530 -4.0446  0.251
H: -0.4024 2.7992 -1.7763  0.231
H: 2.2427 -2.5339 2.5641  0.323
H: -0.8343 -0.1894 3.6089  0.234
H: -2.4073 -0.0275 0.8027  0.060
H: 0.5769 2.3385 3.3251  0.221
H: 0.1001 -0.9499 1.3098  -0.010
H: 1.7374 0.0705 -0.2393  0.493
H: 4.0658 1.9790 0.5836  0.355
H: 1.5755 -0.0658 4.9975  0.263
H: -4.5111 -0.6532 0.7634  0.469
H: -1.8882 0.8046 3.5444  0.258
H: -1.8518 -4.5929 0.0254  0.253
H: -2.3972 -0.4390 -3.3107  0.381
H: -1.1296 -2.0747 -1.0900  0.117
H: -2.0232 3.5237 -0.6170  0.432
H: -0.3322 2.7698 0.5410  0.502
H: -3.8198 -2.1845 1.1485  0.342
H: 4.3633 0.8135 2.1648  0.321
H: 4.3359 1.2647 -0.7120  0.270
H: 2.6417 -1.5068 3.5508  0.315
H: 3.7429 -0.7038 0.3334  0.347
H: 2.7425 -3.3570 -3.0324  0.297
H: 3.1639 2.8621 -1.4555  0.330
H: -2.5876 -0.1759 -0.8125  -0.163
H: -0.3088 1.4836 2.3349  0.485
H: -1.4057 -2.6108 0.5138  0.390
H: 1.8298 1.0328 3.9625  0.234
H: -0.2945 1.5884 -2.4271  0.209
H: -2.6282 1.9170 -2.4318  0.314
H: 0.9727 -0.7854 -1.5312  0.216
H: -0.5307 4.2399 1.0547  0.244
H: 1.7611 2.7056 -1.0528  0.333
H: -3.4119 -1.6208 -3.3968  0.309
H: 2.5387 -1.9965 -2.1794  0.375
H: 3.8465 -2.1529 -0.1024  0.229
H: 3.1025 1.6523 1.8684  0.293
H: -3.3082 -4.1358 0.0803  0.254
H: 0.6216 -1.9602 -3.9108  0.289
H: -3.5952 3.7611 -0.4103  0.251
H: -4.3402 -1.9520 -0.5450  0.237
H: -0.8325 -2.5158 -3.6273  0.243

Computed properties:
HOMO level (alpha / beta) in eV: -4.15 / -8.50
Charge: 0
Calculated total energy in eV: -39076.488
Multiplicity: 2
<S²>: 0.754

***

No. 5
A molecular structure, C4H4BBrO3 at a distorted geometry. Source: OMol25; level of theory: ωB97M-V/def2-TZVPD.

Last column: Mulliken charge in e.
Cartesian coordinates (Å):
Br: -3.2104 -0.5751 -0.1360  -0.114
O: -0.7412 2.6179 0.1970  -0.326
O: 0.7743 -1.5597 -1.1503  -0.474
O: -0.0659 -1.6804 1.1860  -0.466
C: -1.9889 0.7632 -0.1132  -0.374
C: 0.2411 1.6900 0.1944  -0.192
C: 0.0312 0.4267 0.0019  0.223
C: -1.9816 2.0683 -0.0040  0.050
B: 0.3366 -1.0419 0.0000  0.449
H: -0.0979 -2.5905 0.9540  0.258
H: 0.8318 -2.4810 -1.2407  0.273
H: 1.3473 1.8708 0.4216  0.255
H: -2.8470 2.7052 0.0130  0.440

Computed properties:
HOMO level in eV: -8.92
Relative energy (zero: lowest compared OMol25 entry of this formula, charge and spin) in eV: 2.260
Charge: 0
Calculated total energy in eV: -81073.182

***

No. 6
A molecular structure, C4H4Br2Cl2F2 at a distorted geometry. Source: OMol25; level of theory: ωB97M-V/def2-TZVPD.

Last column: Mulliken charge in e.
Cartesian coordinates (Å):
Br: -2.1875 1.7157 0.0486  -0.101
Br: 3.3973 1.2570 -0.0638  -0.186
Cl: -0.3838 -2.2377 -0.8462  -0.134
Cl: -0.4889 -0.8906 1.7176  -0.106
F: -2.3956 -0.3571 -1.6622  -0.198
F: -2.9365 -0.8530 0.3069  -0.190
C: 0.7209 0.2212 -0.4125  -0.692
C: -0.3313 -0.7834 -0.0137  0.418
C: 1.7745 0.4409 0.6831  -0.643
C: -2.0688 -0.1184 -0.4014  0.439
H: 0.2125 1.1350 -0.5788  0.187
H: 1.2636 1.1331 1.3926  0.409
H: 2.1898 -0.6046 1.1693  0.341
H: 1.2337 -0.0581 -1.3394  0.457

Computed properties:
HOMO level in eV: -10.24
Relative energy (zero: lowest compared OMol25 entry of this formula, charge and spin) in eV: 0.000
Charge: 0
Calculated total energy in eV: -174776.328